[1]
C10H16BrFN | ωB97M-V/def2-TZVPD

```
29
Properties=species:S:1:pos:R:3:forces:R:3
Br -5.06615 0.59573 -0.00848 0.956 -0.773 0.480
F -2.32020 -0.11668 -1.24634 -0.265 -0.602 1.102
N 0.27008 0.20414 0.21025 1.289 2.168 -2.706
C -2.65324 -0.92325 -0.17763 -0.787 1.533 -0.561
C 0.26595 2.67855 0.35309 -0.158 0.715 -0.375
C 1.05623 1.45795 0.02346 2.788 -0.318 1.873
C -3.76086 -0.71764 0.52823 -0.183 3.006 -3.644
C -0.44478 -1.99614 -0.25105 -1.517 -1.657 0.351
C 0.28876 -0.82312 -0.51892 -0.107 -0.773 0.016
C 0.43331 -3.27111 -0.21562 -4.296 1.557 1.717
C -1.76500 -1.99313 0.09511 2.823 0.391 -0.936
C 1.78683 1.54299 -1.33028 -1.703 -0.914 -0.457
C 2.14497 1.32762 1.14549 2.353 -2.833 0.031
H 2.43558 0.66596 -1.44741 -0.303 0.237 -0.440
H 2.36536 2.40686 -1.55516 0.828 0.900 1.035
H 0.19388 -3.98970 -0.92468 -0.584 -1.214 -1.335
H 1.41211 -3.10227 -0.17251 4.075 0.969 -0.155
H 2.00691 1.25422 2.26429 -0.999 0.394 -1.338
H 1.01333 -0.96265 -1.25324 1.397 0.518 -1.235
H 2.84490 0.36917 0.96840 -1.626 1.823 0.028
H -0.44995 0.32772 0.82899 -2.184 -0.040 2.334
H 0.94720 3.56466 0.46858 -0.768 -0.919 -0.179
H 2.82301 2.12293 0.95853 0.633 0.930 0.127
H -2.20782 -2.84995 0.48970 -0.566 -1.457 0.586
H 0.16229 -3.57929 0.77349 0.057 -1.133 0.571
H -0.46102 2.83423 -0.41692 -0.392 0.582 -0.685
H -4.03816 -1.28924 1.30235 -0.874 -2.031 2.678
H -0.31833 2.54597 1.24194 -0.087 0.024 0.851
H 1.03483 1.71544 -2.13365 0.200 -1.084 0.266
```
Forces are in eV/Å.

The charge is +1. As for the SMILES: CC(=C/C(F)=C/Br)/C=[NH+]/C(C)(C)C. As for the multiplicity: 1. The strongest force on any atom comes out at 4.88 eV/Å.

Atom charges from the natural (NBO) analysis, given in e for atoms 1 to 8:
1. Br 0.118
2. F -0.326
3. N -0.386
4. C 0.277
5. C -0.625
6. C 0.114
7. C -0.238
8. C -0.059

***

[2]
C5H9NO | ωB97M-V/def2-TZVPD

```
16
Properties=species:S:1:pos:R:3:forces:R:3
O 2.98595 -2.82443 -2.89023 0.208 -0.752 0.699
N -1.63863 1.20598 0.35087 -0.293 0.347 -2.352
C 0.49667 0.63110 0.31211 -0.890 -0.741 -1.353
C 0.10989 1.04610 -1.02794 1.732 -0.216 1.699
C -1.17152 1.45470 -0.93957 0.311 0.207 -0.210
C -0.64636 0.56086 1.05877 0.058 0.524 0.934
C -0.83155 0.05856 2.46124 -0.589 1.216 0.076
H 3.29274 -3.45116 -2.21100 0.340 0.551 -0.235
H 0.86481 0.96778 -1.79423 -0.496 0.597 -0.494
H -2.64804 1.29195 0.33185 0.249 -0.595 1.489
H -1.72646 2.00997 -1.67663 -0.441 -0.233 0.103
H 1.49479 0.33528 0.57839 -0.022 -0.277 0.231
H -0.44027 -0.93837 2.61057 0.095 -0.104 0.044
H -1.88860 0.09952 2.73729 -0.022 -0.380 -0.154
H 2.13440 -3.22372 -3.06404 -0.548 0.212 -0.461
H -0.38784 0.77589 3.16255 0.310 -0.357 -0.016
```
Forces are in eV/Å.

As for the SMILES: Cc1ccc[nH]1.O. As for the multiplicity: 1. The strongest force on any atom comes out at 2.44 eV/Å.

Atom charges from the natural (NBO) analysis, given in e for atoms 1 to 8:
1. O -0.925
2. N -0.535
3. C -0.307
4. C -0.295
5. C -0.091
6. C 0.136
7. C -0.638
8. H 0.462

***

[3]
CH5ClOSi | ωB97M-V/def2-TZVPD

```
9
Properties=species:S:1:pos:R:3:forces:R:3
Cl 0.45576 -1.63810 1.46462 0.476 0.297 0.466
Si 0.02982 1.04760 -0.74898 2.176 -3.871 1.295
O 0.52243 1.71413 0.65679 -0.153 0.381 0.738
C -0.62805 -1.42021 0.10992 -2.058 3.530 0.802
H -1.69431 -1.21033 0.54756 2.052 -0.975 -1.188
H 1.04040 1.27694 1.35975 -0.551 0.029 -0.862
H -0.43948 -2.26878 -0.50922 -0.493 -0.091 -0.859
H -0.58418 2.08639 -1.54692 -0.600 0.076 -0.163
H 1.29762 0.41236 -1.33354 -0.849 0.625 -0.228
```
Forces are in eV/Å.

As for the multiplicity: 1. The strongest force on any atom comes out at 4.63 eV/Å.

Atom charges from the natural (NBO) analysis, given in e for atoms 1 to 8:
1. Cl -0.077
2. Si 1.305
3. O -1.120
4. C -0.657
5. H 0.213
6. H 0.529
7. H 0.200
8. H -0.181

***

[4]
C4H11N2O | ωB97M-V/def2-TZVPD

```
18
Properties=species:S:1:pos:R:3:forces:R:3
O -0.73964 -0.07091 -1.06092 -0.164 -0.945 0.502
N -0.35304 1.91782 1.53707 -1.273 0.527 -0.100
N -1.30678 -0.73230 1.03244 -0.292 1.922 -1.856
C 0.98468 -1.36842 0.18521 0.627 0.797 0.854
C -0.22060 -0.50305 0.16526 -1.067 3.483 -1.033
C 0.45766 1.21064 0.83698 -0.517 -0.986 0.161
C 0.08078 0.04334 -2.25046 1.647 -1.421 1.618
H 0.72117 -2.33625 -0.11823 -0.603 -1.610 -0.412
H 1.26851 -1.42989 1.26029 0.493 0.033 -0.905
H -0.14591 2.86092 1.96485 -0.136 -1.419 -0.711
H 0.67023 -0.95628 -2.43448 -1.402 1.936 -0.067
H -0.58394 0.36229 -3.03709 -0.021 -0.254 -0.228
H 1.46735 1.61833 0.73035 -0.102 -0.075 -0.005
H -1.27505 -1.59663 1.49157 -0.376 -1.227 0.762
H -1.37525 1.60874 1.59712 1.837 0.248 0.220
H 0.80518 0.82857 -2.00707 0.147 -0.033 -0.574
H -2.23818 -0.39207 0.64691 1.793 -1.159 0.603
H 1.78281 -1.06484 -0.53980 -0.592 0.185 1.169
```
Forces are in eV/Å.

The charge is +1. As for the multiplicity: 1. The strongest force on any atom comes out at 3.79 eV/Å.

Atom charges from the natural (NBO) analysis, given in e for atoms 1 to 8:
1. O -0.544
2. N -0.653
3. N -0.861
4. C -0.706
5. C 0.578
6. C 0.174
7. C -0.254
8. H 0.252

***

[5]
C8H12N2O3S | ωB97M-V/def2-TZVPD

```
26
Properties=species:S:1:pos:R:3:forces:R:3
S 0.14401 2.33043 0.34515 0.137 -0.419 1.788
O 0.63162 2.76104 1.66526 -0.549 -0.232 -1.648
O 2.20015 -0.84032 -1.80628 -0.049 0.317 -0.558
O 0.33418 0.56304 0.52388 -0.062 -0.746 -0.316
N 1.74125 -2.26453 -0.12626 -0.498 0.283 -0.160
N -1.57595 2.65559 0.38644 2.941 -2.966 -2.221
C 0.22622 -0.39644 -0.54370 -1.657 4.303 -0.677
C -2.29230 1.90531 -0.54580 2.172 -0.975 -0.283
C 0.85742 -2.65615 0.98161 1.891 -1.928 -0.861
C -1.95747 0.77886 -1.27806 0.739 1.458 2.396
C 3.02164 -2.96841 -0.32157 -3.290 -2.406 -2.577
C 1.45311 -1.18881 -0.91875 0.739 -0.827 1.253
C -2.15959 3.60934 1.21741 0.449 3.028 1.762
C -0.79428 -0.09713 -1.39786 -0.601 -1.926 0.487
H 1.58051 -2.72076 1.79977 -0.981 0.407 0.745
H 0.03801 -1.99226 1.00357 -0.599 0.896 0.791
H 2.85191 -3.71426 -1.25108 0.690 1.575 1.911
H 3.21346 -3.59883 0.51709 0.288 -0.153 0.710
H -2.83545 0.37122 -1.69214 -0.714 -0.106 -1.371
H -1.33873 4.24664 1.79506 -1.495 -2.198 -0.510
H -3.11658 2.41934 -0.91668 -2.000 0.518 -0.020
H -1.02537 -0.79377 -2.20666 0.779 0.002 -0.010
H 3.77519 -2.30043 -0.57044 1.424 1.169 -0.298
H 0.42448 -3.68260 0.86987 0.426 0.610 -0.279
H -2.47778 4.49940 0.60371 -0.900 -1.129 0.415
H -2.91964 3.07451 1.86645 0.721 1.445 -0.471
```
Forces are in eV/Å.

As for the multiplicity: 1. The strongest force on any atom comes out at 4.82 eV/Å.

Atom charges from the natural (NBO) analysis, given in e for atoms 1 to 8:
1. S 1.645
2. O -0.889
3. O -0.591
4. O -0.718
5. N -0.406
6. N -0.634
7. C 0.197
8. C 0.011

***

Computed ΔE to the lowest compared entry with this formula, charge and spin (kJ/mol) in order:
0.0; 146.0; 405.3; 327.5; 302.2
Computed HOMO level (eV) in order:
-12.5; -8.0; -8.4; -14.0; -8.2
Computed E_tot (eV) in order:
-84870.3883; -8867.6997; -23563.8497; -9345.4621; -28444.4560